Below is C8H27N10NaO6 as an isolated structure, with properties calculated with wB97M-V/def2-TZVPD.

Structure (XYZ):
```
52
Properties=species:S:1:pos:R:3:forces:R:3
Na 2.3201 0.1848 2.1531 0.4 0.1 -0.9
C -1.5031 -1.4270 -2.6635 0.4 -0.1 -1.0
C -0.2986 -0.5586 -3.0501 -0.6 0.7 1.3
C -0.5164 0.2373 -4.3214 -0.1 -1.0 -0.8
O 0.0427 0.4407 -2.0393 -0.9 0.4 -2.0
H -1.2952 -2.0841 -1.8308 -0.1 0.3 0.7
H -1.5754 -2.1168 -3.4894 -0.1 -0.5 -0.5
H -2.4869 -0.9486 -2.6613 0.3 0.3 0.5
H 0.5491 -1.2229 -3.1173 0.4 -0.3 -0.3
H -1.3732 0.8871 -4.2061 0.0 0.5 0.2
H -0.7417 -0.3591 -5.2291 0.0 -0.2 0.7
H 0.3947 0.7469 -4.5874 0.2 0.7 0.1
C 0.7705 2.4198 0.4768 0.2 0.4 -2.4
O 1.0764 2.6386 1.6336 0.8 -0.5 1.6
N -0.4861 2.4624 0.0123 -1.6 -0.3 -0.8
N 1.6835 2.2332 -0.5316 0.9 0.0 0.4
H -1.2661 2.5434 0.6591 0.4 0.2 0.0
H -0.6841 2.0595 -0.9172 0.2 0.3 0.9
H 2.5976 1.8496 -0.2396 -0.9 0.5 -0.5
H 1.3601 2.1762 -1.5015 0.4 -0.4 0.9
C 0.6215 -1.8209 0.5604 -0.5 -1.5 0.6
O 0.5910 -0.5498 0.6046 -0.2 -0.3 -0.1
N 1.6460 -2.5564 0.1941 -0.1 1.4 -0.1
N -0.5870 -2.5343 0.9597 0.6 -0.7 0.5
H 1.4187 -3.5244 0.1075 -0.2 -0.6 0.2
H 0.3395 0.0661 -1.2205 0.4 -1.0 1.2
H -0.3809 -3.4662 1.4011 -0.1 1.4 -0.8
H -1.1494 -2.0191 1.6285 0.2 0.2 -0.1
C 3.9394 0.0358 -0.7913 -0.3 -1.8 -0.8
O 3.9261 0.3812 0.3791 -0.3 0.8 1.5
N 3.5233 -1.1920 -1.2002 0.6 0.9 0.1
N 4.3849 0.8479 -1.7820 0.0 -0.4 -1.2
H 2.9000 -1.7628 -0.5762 -0.1 -0.2 -0.1
H 3.7850 -1.4934 -2.1228 -0.2 -0.1 0.0
H 4.0489 0.6170 -2.7102 0.3 0.4 0.3
H 4.6442 1.7885 -1.5948 0.1 0.4 0.2
C -3.1637 1.1650 1.5971 -0.7 0.9 1.5
O -2.6039 2.1510 2.0966 -0.5 -0.2 -0.7
N -4.5490 1.0334 1.7428 1.4 0.8 -0.6
N -2.5309 0.1386 1.0079 -4.0 0.1 0.8
H -4.9925 0.1632 1.7034 -0.5 -1.4 -0.2
H -4.9956 1.6858 2.3455 0.0 0.5 0.3
H -3.2056 -0.4492 0.5707 0.4 -0.9 -0.6
H -1.6129 0.1296 0.7492 3.2 0.1 -0.8
C -0.0656 -0.2756 3.6510 -0.8 -1.0 1.3
O 1.1170 -0.6459 3.7087 -0.5 0.6 0.0
N -1.0297 -1.1947 4.1509 -1.1 0.8 -0.2
N -0.5046 0.9078 3.1942 0.9 -1.1 0.5
H -2.0046 -0.8750 4.1814 0.7 0.1 -0.2
H -0.8328 -1.6079 5.0534 0.6 -0.1 -0.3
H 0.2217 1.4672 2.7662 -0.3 0.6 -0.3
H -1.4664 1.2269 3.0948 0.5 -0.1 0.2
```
Forces are in eV/Å.

Calculated values
Kohn-Sham gap   8.558 eV
HOMO level   -8.310 eV
Lowest unoccupied orbital energy   0.25 eV

natural (NBO) atomic charge list, values in e, 8 entries: 0.946 -0.646 0.103 -0.623 -0.803 0.234 0.207 0.203